{"formula": "C2HO3Sm", "method": "ωB97M-V with the def2-TZVPD basis set", "symbols": ["H", "O", "O", "O", "C", "C", "Sm"], "xyz": [[-2.18740, -1.77389, 0.31573], [-1.74332, -0.63473, 1.90825], [2.90397, 1.21039, -1.81174], [1.05094, 0.34187, -0.72241], [-1.61038, -0.89300, 0.68304], [2.03283, 0.54691, -1.47784], [-0.44665, 1.20245, 1.10497]], "atomic_forces_ev_per_a": [[0.27, 0.11, 0.29], [0.37, 0.17, -0.54], [0.53, -1.49, -1.53], [3.89, -0.64, -3.98], [-0.37, 0.48, 0.29], [-4.08, 2.29, 5.35], [-0.61, -0.92, 0.12]], "lowdin_charge": [0.0404, -0.3071, 0.3022, -0.0778, -0.2933, -0.2363, 1.5720], "e_above_lowest_ev": 0.546, "charge": 1, "homo_lumo_gap_ha": [0.24078, 0.24638], "spin_multiplicity": 7, "s_squared": 12.01, "e_homo_ev": [-11.76, -11.87]}

***

{"formula": "C18H21F18N6O12S6V", "method": "ωB97M-V with the def2-TZVPD basis set", "symbols": ["V", "C", "F", "F", "F", "S", "O", "O", "N", "S", "O", "O", "C", "F", "F", "F", "C", "F", "F", "F", "S", "O", "O", "N", "S", "O", "O", "C", "F", "F", "F", "C", "F", "F", "F", "S", "O", "O", "N", "S", "O", "O", "C", "F", "F", "F", "C", "C", "C", "C", "N", "H", "H", "H", "H", "H", "H", "H", "C", "C", "C", "C", "N", "H", "H", "H", "H", "H", "H", "H", "C", "C", "C", "C", "N", "H", "H", "H", "H", "H", "H", "H"], "xyz": [[-0.79755, -0.04590, 0.27041], [-4.84565, -1.45267, 0.86971], [-5.79910, -2.07667, 1.57596], [-5.00100, -1.65761, -0.41178], [-4.92307, -0.11025, 1.05785], [-3.03769, -2.17148, 1.31509], [-3.18940, -3.16270, 2.36687], [-2.49476, -2.71853, 0.07759], [-2.05875, -0.74830, 1.71424], [-2.53331, -0.47089, 3.22659], [-2.16642, 0.87856, 3.63192], [-3.90560, -0.85244, 3.64714], [-1.33194, -1.50616, 4.30665], [-0.26268, -0.79919, 4.70548], [-2.03365, -1.93339, 5.33476], [-0.90055, -2.55131, 3.63867], [2.59580, -2.59415, -0.87686], [3.10774, -3.40042, -1.80427], [3.30731, -2.76619, 0.27971], [2.80139, -1.33389, -1.26672], [0.68459, -2.85848, -0.63203], [0.31534, -4.05690, -1.43443], [0.50311, -2.90925, 0.80463], [-0.13338, -1.33708, -1.11985], [-0.04287, -1.55708, -2.74803], [-0.21971, -0.19453, -3.29357], [1.15388, -2.20881, -3.36026], [-1.61315, -2.55886, -3.47543], [-2.02727, -1.94544, -4.64813], [-1.28392, -3.81486, -3.70259], [-2.63958, -2.32365, -2.58664], [0.32766, 3.54157, 2.23566], [1.63768, 3.30807, 1.98052], [-0.18467, 2.66540, 3.13644], [0.23000, 4.76930, 2.65670], [-0.87580, 3.35599, 0.64965], [-2.18617, 3.03288, 1.20467], [-0.88754, 4.60013, -0.15622], [-0.26244, 1.84736, -0.08725], [0.82767, 2.42892, -1.12339], [1.70594, 3.50807, -0.71712], [1.43449, 1.26548, -1.70091], [-0.23445, 3.15572, -2.67630], [0.25385, 2.70541, -3.86814], [-1.52993, 2.78400, -2.63634], [-0.20310, 4.50555, -2.70640], [-4.45866, 0.00674, -4.18913], [-5.51915, 0.27316, -3.11494], [-5.00959, 1.21275, -2.01069], [-3.69787, 0.77773, -1.34427], [-2.67978, 0.40757, -0.94945], [-3.57475, -0.36969, -3.67424], [-4.15405, 0.87856, -4.76813], [-4.86661, -0.70844, -4.90341], [-5.81419, -0.67319, -2.66161], [-6.42538, 0.68398, -3.55999], [-5.70413, 1.39600, -1.19085], [-4.86447, 2.22087, -2.39893], [2.33683, -3.07225, 3.76493], [3.21894, -1.86495, 4.03639], [2.60831, -0.50420, 3.67235], [1.59362, -0.38977, 2.61529], [0.75628, -0.30606, 1.80518], [2.87577, -3.96749, 4.07503], [2.12041, -3.21442, 2.70613], [1.39522, -3.03016, 4.31239], [4.13130, -1.97154, 3.44958], [3.46075, -1.85844, 5.09921], [3.32964, 0.24004, 3.33486], [2.14865, -0.06334, 4.55691], [5.30100, 3.16516, -1.80107], [6.23817, 2.23590, -0.97677], [5.60616, 0.85452, -0.78688], [4.46989, 0.90648, 0.18417], [3.54261, 0.94827, 0.86028], [5.00137, 2.72802, -2.75356], [5.76631, 4.09577, -2.12598], [4.46928, 3.52869, -1.19760], [6.56788, 2.64664, -0.02247], [7.15122, 2.04128, -1.53942], [6.21234, 0.02035, -0.43358], [5.18529, 0.49013, -1.72399]], "atomic_forces_ev_per_a": [[-0.16, -0.45, 0.04], [0.37, 0.70, 1.28], [1.14, 0.59, -0.70], [-0.26, -0.53, -0.55], [0.08, -1.19, 0.29], [0.24, -2.50, -1.41], [0.09, 2.00, -0.91], [-0.67, 1.66, 1.09], [-2.59, -2.60, -0.40], [-0.88, 3.24, 5.02], [0.03, -1.31, -1.20], [2.89, 0.12, -2.06], [-0.80, -0.06, -0.69], [-0.69, -0.05, 0.06], [0.18, 0.24, 0.58], [0.53, -0.46, -0.39], [1.29, 0.81, -0.46], [-0.67, 0.09, 0.87], [-1.40, -0.15, -1.00], [-0.26, -0.34, 0.33], [-0.93, -2.66, 1.43], [0.71, 3.45, 1.74], [0.23, 0.23, -1.15], [2.04, -3.94, -0.31], [1.00, 4.03, -6.11], [-0.85, -2.33, 1.16], [-2.71, 0.55, 2.61], [-0.44, 1.93, 0.20], [1.24, -1.28, 1.79], [-0.95, 0.96, 0.34], [1.38, -1.26, -1.15], [0.27, -1.03, -0.74], [-1.72, -0.38, 0.38], [1.07, 1.02, -1.06], [-0.45, 0.33, 0.24], [-2.85, 1.39, 0.89], [1.88, -0.42, -0.44], [1.08, -3.21, 1.45], [-0.42, 4.11, 0.98], [2.41, -0.35, -3.71], [-1.68, -0.98, 0.17], [0.00, 0.09, 0.39], [-0.13, 0.51, -0.75], [-0.09, 0.38, 1.84], [0.69, -0.05, 0.45], [0.32, -1.26, 0.06], [-0.29, 0.06, 0.38], [0.39, -0.10, 0.07], [0.93, 0.22, 0.84], [-0.31, 0.01, -1.08], [-0.24, 0.23, 0.35], [0.00, -0.21, -0.45], [-0.15, 0.23, 0.21], [0.32, -0.21, 0.09], [0.04, -0.06, 0.00], [0.02, 0.27, 0.18], [-0.18, -0.45, 0.06], [0.49, -0.01, -0.17], [0.01, -0.27, -0.03], [-0.14, -0.22, -0.75], [-0.46, 0.96, -0.03], [-1.93, -0.55, -1.65], [1.55, 0.18, 1.16], [-0.07, -0.04, 0.13], [-0.11, 0.22, -0.01], [0.06, -0.02, -0.03], [0.14, -0.05, 0.20], [0.20, 0.25, -0.11], [0.43, -0.12, 0.11], [-0.24, 0.05, 0.00], [0.63, 0.45, 0.52], [0.16, -0.20, -0.94], [-1.38, -0.23, 0.87], [0.16, 0.03, -0.84], [0.24, 0.01, 0.26], [-0.37, -0.41, 0.32], [0.59, -0.02, 0.27], [-0.37, -0.51, -0.18], [-0.29, 0.17, -0.02], [0.11, 0.19, -0.12], [0.63, 0.39, 0.06], [-0.13, 0.14, -0.12]], "lowdin_charge": [0.9478, -0.5966, 0.1624, 0.1527, 0.1089, 0.7290, -0.2552, -0.3183, -0.3903, 0.6421, -0.2885, -0.2694, -0.6603, 0.1303, 0.1699, 0.1323, -0.5893, 0.1548, 0.1128, 0.1123, 0.7485, -0.2705, -0.3248, -0.3753, 0.6834, -0.3223, -0.2800, -0.5140, 0.0972, 0.1709, 0.0732, -0.5853, 0.1156, 0.1106, 0.1876, 0.7525, -0.3025, -0.2710, -0.4049, 0.5859, -0.2712, -0.3128, -0.5429, 0.1177, 0.1019, 0.1107, -0.0873, -0.2313, -0.1210, -0.0867, 0.1814, 0.0394, 0.0858, 0.0836, 0.1000, 0.1131, 0.1172, 0.1249, -0.0912, -0.2155, -0.1461, -0.1203, 0.1648, 0.0812, 0.0532, 0.0665, 0.1093, 0.1133, 0.1039, 0.1236, -0.0846, -0.2345, -0.1741, -0.1789, 0.1921, 0.0795, 0.0670, 0.0616, 0.1089, 0.1019, 0.1161, 0.1178], "e_above_lowest_ev": 3.404, "homo_lumo_gap_ha": [0.29881, 0.33089], "spin_multiplicity": 3, "s_squared": 2.01, "e_homo_ev": [-10.95, -10.97]}

***

{"formula": "C5H12O2", "method": "ωB97M-V with the def2-TZVPD basis set", "symbols": ["C", "C", "C", "O", "C", "C", "O", "H", "H", "H", "H", "H", "H", "H", "H", "H", "H", "H", "H"], "xyz": [[-1.45044, -1.79960, 1.00037], [-0.37346, -1.25128, 0.06222], [-0.52409, 0.18630, -0.34997], [-0.13799, 1.03281, 1.88323], [0.44694, 0.95924, -0.85099], [1.82045, 0.46004, -1.20919], [0.06681, 2.19128, -1.36648], [-1.38430, -1.32844, 1.98542], [-2.45879, -1.63174, 0.60302], [-1.32630, -2.88209, 1.12577], [0.61009, -1.42136, 0.51805], [-0.38682, -1.81333, -0.87896], [-1.52179, 0.61972, -0.29671], [-0.90640, 1.61605, 1.84721], [0.33577, 1.21885, 1.03934], [1.75455, 0.09945, -2.24194], [2.59643, 1.23250, -1.17080], [2.14844, -0.37313, -0.57825], [0.69090, 2.88471, -1.12134]], "atomic_forces_ev_per_a": [[-0.04, 0.06, -0.02], [0.11, -0.06, -0.20], [0.11, -0.03, -0.82], [0.41, 0.73, 0.84], [-0.45, -0.77, -0.72], [0.05, 0.04, -0.06], [0.06, 0.28, 0.04], [-0.01, -0.03, -0.17], [0.16, 0.02, 0.03], [-0.01, 0.22, -0.01], [-0.15, 0.06, -0.12], [0.04, -0.26, 0.11], [0.14, -0.03, 0.00], [0.16, -0.03, 0.09], [-0.57, -0.20, 1.08], [0.26, 0.02, 0.06], [-0.20, 0.00, 0.03], [-0.17, 0.20, -0.11], [0.10, -0.19, -0.05]], "lowdin_charge": [-0.1078, -0.2470, -0.1117, -0.0740, -0.4346, -0.0206, 0.0097, 0.0660, 0.0730, 0.0703, 0.1087, 0.1164, 0.1318, 0.0528, 0.0136, 0.0937, 0.0806, 0.0776, 0.1015], "e_above_lowest_ev": 1.743, "homo_lumo_gap_ha": 0.33772, "smiles": "CC/C=C(\\C)O.O", "e_homo_ev": -8.47}

***

{"formula": "C14H16N5O3SW", "method": "ωB97M-V with the def2-TZVPD basis set", "symbols": ["W", "O", "C", "O", "C", "C", "C", "C", "C", "C", "S", "H", "H", "H", "H", "C", "N", "C", "C", "O", "N", "C", "C", "H", "H", "H", "H", "H", "H", "H", "H", "H", "H", "H", "H", "N", "C", "N", "C", "N"], "xyz": [[-0.82785, -0.33660, -0.98620], [-1.50152, 1.31696, 0.01272], [-1.87662, 1.70568, -1.15505], [-2.31718, 0.69310, -1.84680], [-1.26130, 2.85413, -1.82806], [-1.74571, 4.13157, -2.02127], [-0.93288, 5.04633, -2.68674], [0.32823, 4.68518, -3.13974], [0.82393, 3.39994, -2.94620], [0.01664, 2.48132, -2.29428], [0.68412, 0.79709, -2.19141], [-2.72630, 4.41395, -1.66274], [-1.29133, 6.05431, -2.84749], [0.94241, 5.41108, -3.65619], [1.80655, 3.12904, -3.31165], [-1.46745, -0.67111, 2.95943], [-0.14603, -1.29898, 2.82598], [0.31262, -2.06647, 4.00604], [0.61087, -1.19629, 1.76337], [-0.00584, -0.96348, 0.55542], [1.91502, -1.34704, 1.70020], [2.57322, -1.77021, 0.45362], [2.80754, -1.01174, 2.82953], [-2.17901, -1.42357, 3.29149], [-1.80283, -0.24940, 2.01766], [-1.41048, 0.12464, 3.70165], [-0.56951, -2.50931, 4.46118], [0.79931, -1.42557, 4.73743], [0.97913, -2.86055, 3.68170], [1.95032, -2.47772, -0.08938], [3.49738, -2.27503, 0.72357], [2.82093, -0.90698, -0.16542], [2.31297, -0.31178, 3.49602], [3.68258, -0.52274, 2.40664], [3.11897, -1.90618, 3.36457], [-2.85545, -5.58875, -4.54097], [-2.44338, -4.71607, -3.91354], [-1.97298, -3.72129, -3.19565], [-1.55590, -2.83241, -2.58475], [-1.09318, -1.85508, -1.92471]], "atomic_forces_ev_per_a": [[0.12, 0.37, 0.10], [0.00, 0.20, 0.22], [0.14, -0.25, -0.04], [-0.11, 0.05, 0.01], [0.00, -0.06, 0.03], [0.01, -0.03, 0.01], [0.00, 0.00, 0.00], [-0.01, 0.02, 0.00], [0.02, 0.00, -0.01], [0.01, 0.04, 0.02], [-0.03, -0.01, -0.08], [0.00, 0.00, 0.00], [-0.01, 0.00, 0.00], [0.01, -0.01, 0.00], [0.00, -0.01, 0.01], [-0.02, -0.02, -0.02], [0.06, 0.01, 0.00], [-0.03, 0.03, 0.00], [0.10, -0.04, -0.13], [-0.20, 0.08, 0.03], [-0.15, -0.01, -0.04], [0.03, 0.02, 0.02], [-0.02, 0.03, -0.02], [-0.01, 0.01, 0.00], [0.03, 0.03, 0.05], [-0.02, -0.01, 0.01], [-0.01, -0.02, -0.02], [-0.01, 0.00, 0.02], [0.02, 0.01, 0.04], [0.01, 0.02, 0.00], [-0.01, -0.02, -0.01], [0.02, -0.01, 0.01], [0.01, -0.03, 0.02], [0.01, -0.01, 0.01], [0.02, 0.01, 0.01], [0.00, 0.00, 0.00], [-0.03, -0.10, -0.05], [0.11, 0.16, 0.09], [-0.14, -0.11, -0.13], [0.08, -0.33, -0.14]], "lowdin_charge": [1.6877, -0.0257, -0.4539, -0.0323, -0.1483, 0.0511, 0.0230, 0.0141, -0.0476, -0.4504, 0.8747, 0.1492, 0.1433, 0.1433, 0.1330, 0.0342, -0.0732, 0.0319, -0.3389, -0.2345, -0.0852, 0.0157, 0.0247, 0.1167, 0.0642, 0.1259, 0.1149, 0.1122, 0.1120, 0.0996, 0.1191, 0.0972, 0.1064, 0.1168, 0.1155, 0.3168, -0.1597, 0.2789, -0.0755, -0.0968], "e_above_lowest_ev": 0.023, "charge": 3, "homo_lumo_gap_ha": [0.20897, 0.20895], "e_homo_ev": [-18.86, -18.86]}

***

{"formula": "C3H8NO2", "method": "ωB97M-V with the def2-TZVPD basis set", "symbols": ["C", "C", "C", "N", "O", "O", "H", "H", "H", "H", "H", "H", "H", "H"], "xyz": [[-1.72926, 0.78045, 0.44198], [1.08891, 0.16837, -0.00486], [0.67535, -1.21430, 0.37735], [1.25882, 0.38479, -1.29209], [-2.41725, -0.12610, -0.04011], [1.50198, 1.06143, 0.84510], [-2.40764, 1.59904, 0.66970], [0.23424, -1.19294, 1.31360], [1.41794, -1.91900, 0.10983], [-0.02181, -1.71649, -0.22442], [0.97871, -0.10595, -2.12656], [1.80472, 1.12513, -1.68311], [-3.31831, 0.07805, 0.00326], [0.93362, 1.07753, 1.61032]], "atomic_forces_ev_per_a": [[2.71, 2.43, 1.18], [-0.43, -1.45, -1.91], [-0.08, 1.28, -0.77], [0.83, 0.99, -0.35], [0.42, -3.34, -1.21], [0.32, -0.01, -1.39], [-0.13, 0.81, 0.47], [-0.10, -0.50, 2.16], [1.89, -0.42, 0.95], [-1.86, 0.43, -1.41], [-0.61, -1.43, 0.87], [0.32, 1.29, 0.85], [-2.90, 0.13, -0.36], [-0.37, -0.21, 0.93]], "lowdin_charge": [0.0124, -0.3941, 0.0227, 0.2585, 0.0717, 0.1856, 0.0380, 0.0771, 0.1081, 0.0871, 0.1567, 0.1439, 0.0935, 0.1388], "e_above_lowest_ev": 4.437, "charge": 1, "homo_lumo_gap_ha": 0.34475, "e_homo_ev": -13.14}

***

{"formula": "C4H7N2P", "method": "ωB97M-V with the def2-TZVPD basis set", "symbols": ["C", "C", "C", "C", "N", "N", "P", "H", "H", "H", "H", "H", "H", "H"], "xyz": [[-1.40480, -1.48507, -0.41422], [-0.40152, -1.37279, 0.42630], [-1.41028, 1.27255, 0.18906], [0.39355, -0.07060, 0.58658], [-0.17640, 1.13679, 0.02097], [2.33131, 1.17801, -0.38869], [2.14514, -0.27639, 0.05640], [-1.90110, -2.49536, -0.62242], [0.00421, -2.13784, 1.14501], [-1.92830, 2.07988, -0.25884], [0.32739, -0.00728, 1.72126], [0.57097, 1.55757, -0.58216], [-1.84227, -0.76933, -1.01283], [3.29207, 1.38985, -0.86643]], "atomic_forces_ev_per_a": [[-0.52, -4.34, 0.20], [1.26, 0.62, 0.15], [-2.79, -0.20, 1.71], [-0.58, -1.26, 2.45], [2.19, -0.94, -1.29], [3.43, 2.16, -2.24], [-0.28, -1.48, 0.75], [0.75, 1.31, 0.80], [-0.76, 0.37, -1.20], [0.23, 1.38, -1.09], [0.70, 0.46, -0.99], [-1.09, 0.63, 0.41], [-0.32, 1.83, -0.95], [-2.21, -0.55, 1.28]], "lowdin_charge": [-0.0240, -0.2334, -0.0227, -0.5828, -0.1321, -0.3497, 0.8924, 0.0865, 0.1099, -0.0068, 0.1291, 0.0825, 0.0130, 0.0380], "e_above_lowest_ev": 4.314, "homo_lumo_gap_ha": 0.24603, "e_homo_ev": -7.20}

***

{"formula": "C6H10O", "method": "ωB97M-V with the def2-TZVPD basis set", "symbols": ["C", "C", "C", "C", "C", "C", "O", "H", "H", "H", "H", "H", "H", "H", "H", "H", "H"], "xyz": [[2.20552, 0.09440, 0.15321], [0.73675, -0.16585, 0.03882], [0.06815, -1.21281, 0.52108], [-1.41094, -1.15419, 0.24301], [-1.59779, 0.20920, -0.46583], [-0.19176, 0.82611, -0.63835], [-0.05056, 2.13490, -0.09211], [2.40117, 1.06483, 0.62474], [2.66998, 0.12557, -0.83907], [2.69709, -0.68889, 0.73872], [0.53468, -2.03533, 1.06154], [-1.99626, -1.21424, 1.16818], [-1.72590, -1.99435, -0.39036], [-2.10284, 0.09427, -1.42868], [-2.19716, 0.90341, 0.13090], [0.06308, 0.95473, -1.69696], [-0.10321, 2.05822, 0.87116]], "atomic_forces_ev_per_a": [[0.07, -0.01, -0.04], [-0.11, -0.11, 0.09], [0.06, 0.17, -0.04], [-0.03, 0.02, 0.03], [-0.02, 0.02, -0.05], [0.22, -0.25, -0.05], [-0.07, 0.03, 0.20], [-0.05, -0.16, -0.08], [-0.03, 0.01, 0.10], [-0.06, 0.14, -0.09], [-0.10, 0.13, -0.10], [0.06, -0.09, -0.12], [0.02, 0.16, 0.12], [0.06, 0.05, 0.13], [0.02, -0.13, -0.05], [0.01, -0.02, 0.13], [-0.03, 0.02, -0.19]], "lowdin_charge": [-0.0471, -0.2601, -0.0492, -0.1771, -0.1178, -0.3425, -0.0360, 0.0789, 0.0840, 0.0774, 0.1110, 0.1038, 0.1068, 0.1082, 0.1125, 0.1487, 0.0984], "e_above_lowest_ev": 0.028, "homo_lumo_gap_ha": 0.37414, "smiles": "CC1=CCC[C@H]1O", "e_homo_ev": -9.19}

***

{"formula": "C3H8S", "method": "ωB97M-V with the def2-TZVPD basis set", "symbols": ["C", "S", "H", "H", "H", "H", "C", "C", "H", "H", "H", "H"], "xyz": [[-1.81630, -1.39169, 0.10809], [-2.79529, -0.15742, 0.99109], [-2.07724, -2.38214, 0.48207], [-0.74674, -1.29794, 0.31089], [-2.04933, -1.35738, -0.95570], [-1.89936, 0.83703, 0.94909], [1.42551, 0.74626, 0.12129], [2.29751, 1.16219, -0.79309], [0.40569, 1.07256, 0.22296], [1.81653, 0.01996, 0.82362], [2.11115, 1.89861, -1.55343], [3.32788, 0.84999, -0.70689]], "atomic_forces_ev_per_a": [[0.16, -0.42, -0.04], [0.02, 0.07, 0.23], [-0.25, 0.11, 0.02], [-0.19, 0.25, -0.22], [0.30, 0.01, 0.06], [-0.04, -0.01, -0.05], [0.96, -0.18, -0.32], [-0.13, 0.23, 0.61], [-0.19, 0.05, -0.19], [-0.37, 0.02, 0.27], [-0.34, 0.15, -0.18], [0.07, -0.27, -0.19]], "lowdin_charge": [-0.5018, 0.6259, 0.0217, 0.0121, 0.0235, -0.1889, -0.0787, -0.0701, 0.0240, 0.0488, 0.0405, 0.0430], "e_above_lowest_ev": 1.203, "homo_lumo_gap_ha": 0.37141, "smiles": "C=C.CS", "e_homo_ev": -9.09}